Record 1
DFT (wB97M-V/def2-TZVPD) results for a cluster of 2 separate species, C28H29N2 in total in a non-equilibrium geometry.

Computed properties:
- E_HOMO: -0.3886 hartree
- LUMO energy: -5.377 eV
- Kohn-Sham gap: 5.2 eV
- Net charge: +1
- Relative energy (zero: lowest compared OMol25 entry of this formula, charge and spin): 3.127 eV

Last column: natural (NBO) charge in e.
Cartesian coordinates (Å):
C (-0.079, -2.113, 4.365)  -0.63
C (-0.887, -0.887, 4.123)  -0.01
C (-0.273, 0.359, 3.980)  0.18
N (1.175, 0.455, 3.993)  -0.44
C (2.056, -0.205, 3.219)  0.08
N (3.300, 0.183, 3.507)  -0.40
C (4.558, -0.439, 3.089)  -0.39
C (3.228, 1.159, 4.528)  -0.10
C (1.922, 1.308, 4.848)  -0.08
C (-1.043, 1.505, 3.763)  -0.01
C (-0.395, 2.835, 3.597)  -0.63
C (-2.420, 1.385, 3.694)  -0.22
C (-3.045, 0.157, 3.816)  0.01
C (-4.523, 0.062, 3.700)  -0.63
C (-2.265, -0.968, 4.029)  -0.22
H (-0.717, -2.982, 4.541)  0.21
H (0.557, -2.334, 3.508)  0.22
H (0.565, -1.988, 5.236)  0.23
H (4.361, -1.192, 2.330)  0.21
H (5.233, 0.313, 2.688)  0.21
H (5.028, -0.918, 3.945)  0.21
H (4.073, 1.669, 4.960)  0.23
H (1.506, 1.942, 5.614)  0.23
H (-1.105, 3.592, 3.255)  0.22
H (0.022, 3.179, 4.545)  0.22
H (0.415, 2.776, 2.867)  0.22
H (-3.020, 2.262, 3.533)  0.21
H (-4.868, -0.965, 3.811)  0.22
H (-5.011, 0.664, 4.466)  0.23
H (-4.853, 0.422, 2.727)  0.22
H (-2.739, -1.928, 4.117)  0.21
C (1.917, -1.557, -0.345)  0.09
C (2.239, -0.625, -1.375)  -0.08
C (1.505, 0.567, -1.504)  -0.13
C (1.806, 1.474, -2.493)  -0.21
C (2.845, 1.230, -3.375)  -0.12
C (3.584, 0.067, -3.263)  -0.22
C (3.290, -0.850, -2.283)  -0.15
C (2.523, -2.784, -0.198)  -0.34
C (2.219, -3.667, 0.814)  0.08
C (2.867, -4.922, 1.002)  -0.08
C (2.435, -5.794, 2.016)  -0.14
C (3.056, -7.005, 2.215)  -0.22
C (4.123, -7.385, 1.420)  -0.12
C (4.567, -6.542, 0.417)  -0.20
C (3.952, -5.331, 0.205)  -0.15
H (1.162, -1.275, 0.369)  0.24
H (0.698, 0.761, -0.818)  0.23
H (1.231, 2.382, -2.581)  0.23
H (3.081, 1.946, -4.147)  0.23
H (4.398, -0.122, -3.944)  0.23
H (3.886, -1.742, -2.206)  0.21
H (3.261, -3.076, -0.922)  0.21
H (1.449, -3.387, 1.511)  0.23
H (1.604, -5.501, 2.636)  0.23
H (2.708, -7.662, 2.996)  0.24
H (4.610, -8.334, 1.584)  0.23
H (5.401, -6.836, -0.200)  0.23
H (4.322, -4.691, -0.575)  0.21

Record 2
DFT (wB97M-V/def2-TZVPD) results for a structure of composition C28H29N4O6SSeTc.

Computed properties:
- E_HOMO (alpha / beta): -0.3920 / -0.3920 hartree
- Multiplicity: 4
- LUMO energy (alpha / beta): -3.326 / -4.145 eV
- Kohn-Sham gap (alpha / beta): 7.3 / 6.5 eV
- Net charge: +1
- ⟨S²⟩: 3.782
- Relative energy (zero: lowest compared OMol25 entry of this formula, charge and spin): 0.528 eV

Last column: Löwdin spin population.
Cartesian coordinates (Å):
Tc (0.423, 0.647, 0.717)  2.56
C (0.600, 0.569, 5.575)  0.00
N (1.562, -0.010, 4.635)  0.00
C (2.320, -1.145, 4.846)  0.00
C (3.052, -1.355, 3.739)  0.00
N (2.742, -0.331, 2.851)  0.00
C (1.800, 0.465, 3.415)  0.01
S (1.052, 1.824, 2.683)  0.02
C (3.314, -0.212, 1.562)  0.01
C (4.652, -0.532, 1.422)  0.00
C (5.227, -0.478, 0.165)  0.01
C (4.450, -0.091, -0.911)  0.00
C (3.129, 0.232, -0.683)  0.01
N (2.556, 0.180, 0.527)  0.02
H (0.488, -0.123, 6.404)  0.00
H (-0.352, 0.685, 5.066)  0.00
H (0.972, 1.525, 5.937)  0.00
H (2.256, -1.707, 5.760)  0.00
H (3.738, -2.143, 3.488)  0.00
H (5.234, -0.796, 2.293)  0.00
H (6.273, -0.723, 0.036)  0.00
H (4.851, -0.031, -1.912)  0.00
H (2.489, 0.540, -1.492)  0.00
C (1.718, 4.504, -0.872)  0.00
C (0.537, 5.132, -1.240)  0.04
C (-0.675, 4.497, -1.023)  -0.01
C (-0.728, 3.221, -0.466)  0.04
C (0.465, 2.571, -0.098)  -0.03
C (1.674, 3.247, -0.291)  0.03
C (-2.077, 2.612, -0.246)  0.00
C (-2.844, 3.056, 0.858)  0.00
C (-4.039, 2.454, 1.112)  0.00
C (-4.493, 1.430, 0.251)  0.00
C (-5.709, 0.736, 0.457)  0.00
C (-6.108, -0.233, -0.417)  0.00
C (-5.315, -0.540, -1.545)  0.00
C (-4.137, 0.114, -1.765)  0.00
C (-3.689, 1.106, -0.862)  0.00
N (-2.482, 1.699, -1.089)  0.00
H (2.669, 4.999, -1.020)  0.00
H (0.560, 6.119, -1.682)  0.00
H (-1.601, 4.990, -1.293)  0.00
H (2.608, 2.796, 0.030)  0.00
H (-2.459, 3.839, 1.497)  0.00
H (-4.640, 2.741, 1.966)  0.00
H (-6.314, 0.987, 1.320)  0.00
H (-7.034, -0.766, -0.254)  0.00
H (-5.651, -1.298, -2.240)  0.00
H (-3.532, -0.099, -2.638)  0.00
C (0.107, 0.620, -2.498)  0.00
O (0.098, -0.135, -1.264)  0.04
C (-0.522, -1.439, -1.429)  0.01
C (0.511, -2.455, -1.872)  0.00
O (1.636, -2.412, -1.016)  0.00
C (1.773, -3.565, -0.200)  0.00
H (0.457, -0.031, -3.299)  0.00
H (0.777, 1.467, -2.380)  0.00
H (-0.901, 0.986, -2.681)  0.00
H (-1.323, -1.335, -2.161)  0.00
H (-0.973, -1.718, -0.479)  0.00
H (0.843, -2.268, -2.898)  0.00
H (0.036, -3.440, -1.856)  0.00
H (0.898, -3.703, 0.439)  0.00
H (2.646, -3.406, 0.431)  0.00
H (1.933, -4.460, -0.808)  0.00
O (-2.115, -2.264, 1.466)  0.01
Se (-1.262, -1.121, 2.181)  0.01
O (-1.463, -0.838, 3.740)  0.01
O (-1.430, 0.366, 1.269)  0.14
O (0.374, -1.223, 1.773)  0.06

- net charge of number 2 (C28H29N4O6SSeTc)?
  +1

- Among the records above, which one has the highest relative energy (zero: lowest compared OMol25 entry of this formula, charge and spin)?
  C28H29N2

- What is the formula in the first record?
  C28H29N2